# 1
ORCA calculation (ωB97M-V/def2-TZVPD) on C2H3N3OS in the gas phase.

## Properties
HOMO-LUMO gap: 9.679 eV
lowest unoccupied orbital energy: 0.593 eV
strongest force on any atom: 0.019 Eh/bohr
SMILES string: On1ncnc1S
energy relative to the best compared isomer or geometry (same formula, charge and spin): 152.2 kJ/mol
HOMO: -9.1 eV

```
! RIJCOSX wB97M-V def2-TZVPD def2/J DEFGRID3
* xyz 0 1
C 0.683 -0.516 -0.006
C -1.281 -1.213 -0.009
H 2.438 0.959 0.015
H -2.135 -1.879 0.025
H -0.709 2.256 -0.011
N 0.006 -1.649 0.001
N -1.434 0.117 -0.010
N -0.166 0.514 0.004
O 0.166 1.821 -0.002
S 2.432 -0.410 -0.006
*
```

Listed below, in e, are the natural (NBO) charges computed for each atom: 0.162, 0.139, 0.151, 0.205, 0.501, -0.484, -0.326, 0.086, -0.505, 0.070

---

# 2
ORCA calculation (ωB97M-V/def2-TZVPD) on a molecular structure, C40H59AsBr2N6OPPtSSi2.

## Properties
HOMO-LUMO gap (spin up / spin down): 4.156 / 7.209 eV
lowest unoccupied orbital energy (spin up / spin down): -2.745 / -2.744 eV
strongest force on any atom: 0.012 Eh/bohr
HOMO (spin up / spin down): -6.9 / -10.0 eV

```
! RIJCOSX wB97M-V def2-TZVPD def2/J DEFGRID3
* xyz 1 3
Pt -1.687 -0.710 0.027
Br -8.041 -2.306 -1.862
C -6.286 -1.802 -1.385
C -5.267 -1.868 -2.362
C -4.004 -1.515 -1.958
N -3.698 -1.115 -0.717
C -4.685 -1.061 0.242
C -6.019 -1.409 -0.113
C -4.283 -0.725 1.556
C -5.188 -0.386 2.601
C -4.697 -0.119 3.839
Br -5.877 0.366 5.232
C -3.309 -0.179 4.111
C -2.488 -0.475 3.051
N -2.926 -0.724 1.813
H -5.475 -2.193 -3.371
H -3.179 -1.544 -2.660
H -6.805 -1.401 0.630
H -6.251 -0.315 2.409
H -2.920 0.006 5.103
H -1.410 -0.514 3.187
O -0.007 0.738 1.125
P 0.080 2.202 1.476
N -1.362 2.968 1.575
C -1.417 4.409 1.914
C -2.903 4.752 1.831
C -3.438 3.757 0.798
C -2.697 2.478 1.162
N 0.773 2.592 2.925
C 2.190 2.215 3.182
C 2.114 1.313 4.411
C 0.973 1.940 5.215
C -0.048 2.313 4.142
N 1.060 2.990 0.380
C 1.823 4.227 0.709
C 1.424 5.232 -0.367
C 1.182 4.334 -1.582
C 0.455 3.133 -0.978
H -0.845 4.999 1.190
H -0.998 4.603 2.902
H -3.062 5.794 1.555
H -3.386 4.578 2.795
H -3.181 4.085 -0.214
H -4.518 3.623 0.853
H -2.630 1.772 0.347
H -3.202 1.993 1.998
H 2.777 3.109 3.409
H 2.634 1.728 2.312
H 3.059 1.276 4.956
H 1.833 0.300 4.114
H 1.327 2.836 5.731
H 0.546 1.264 5.955
H -0.633 3.187 4.425
H -0.747 1.494 3.962
H 2.894 4.018 0.643
H 1.613 4.570 1.722
H 2.194 5.986 -0.527
H 0.498 5.741 -0.092
H 2.147 4.036 -2.001
H 0.596 4.815 -2.365
H 0.559 2.216 -1.558
H -0.620 3.347 -0.905
N 1.558 -1.854 -1.023
S 2.317 -0.390 -0.803
C 3.346 -0.780 0.612
C 2.763 -1.451 1.677
C 3.545 -1.766 2.779
C 4.873 -1.366 2.834
C 5.422 -0.629 1.793
C 4.659 -0.328 0.674
C 3.510 -0.392 -2.123
C 4.268 -1.523 -2.401
C 5.185 -1.475 -3.434
C 5.336 -0.307 -4.183
C 4.566 0.809 -3.901
C 3.643 0.768 -2.864
H 1.691 -2.429 -0.195
H 1.709 -1.720 1.658
H 3.110 -2.318 3.604
H 5.479 -1.620 3.698
H 6.453 -0.301 1.839
H 5.093 0.238 -0.140
H 4.141 -2.423 -1.809
H 5.794 -2.345 -3.652
H 6.059 -0.275 -4.990
H 4.680 1.712 -4.492
H 3.033 1.633 -2.630
C -1.392 -2.694 -4.836
Si 0.124 -2.093 -3.935
C 0.581 -0.428 -4.668
C 1.516 -3.340 -4.040
As -0.304 -1.829 -1.587
Si -0.657 -4.157 -0.985
C 0.976 -4.868 -0.392
C -1.861 -4.294 0.428
C -1.313 -5.131 -2.432
H -1.236 -2.534 -5.909
H -2.293 -2.143 -4.547
H -1.574 -3.761 -4.676
H 1.483 -0.505 -5.285
H 0.757 0.335 -3.906
H -0.237 -0.076 -5.305
H 2.283 -3.014 -4.752
H 1.144 -4.316 -4.366
H 1.998 -3.466 -3.065
H 1.161 -4.602 0.656
H 1.840 -4.556 -0.993
H 0.916 -5.962 -0.447
H -1.711 -3.486 1.135
H -1.728 -5.249 0.955
H -2.897 -4.234 0.075
H -0.546 -5.312 -3.194
H -2.164 -4.627 -2.899
H -1.660 -6.103 -2.061
*
```

Atomic partial charges in e from the Löwdin method, atoms 1 to 99: 0.588, 0.761, -0.698, -0.124, -0.171, -0.076, -0.232, -0.071, -0.242, -0.077, -0.701, 0.757, -0.134, -0.184, -0.071, 0.093, 0.064, 0.102, 0.103, 0.093, 0.096, -0.419, 0.531, -0.174, -0.173, -0.153, -0.157, -0.182, -0.187, -0.185, -0.169, -0.157, -0.174, -0.172, -0.197, -0.169, -0.163, -0.191, 0.092, 0.102, 0.114, 0.117, 0.113, 0.117, 0.077, 0.106, 0.116, 0.100, 0.115, 0.100, 0.117, 0.114, 0.107, 0.088, 0.112, 0.104, 0.116, 0.097, 0.102, 0.115, 0.085, 0.109, -0.540, 1.102, -0.375, -0.088, -0.059, -0.052, -0.049, -0.064, -0.424, -0.080, -0.048, -0.048, -0.054, -0.084, -0.011, 0.113, 0.120, 0.117, 0.117, 0.117, 0.121, 0.118, 0.116, 0.117, 0.102, -0.204, 0.354, -0.204, -0.203, 0.847, 0.360, -0.211, -0.218, -0.211, 0.048, 0.022, 0.013

---

# 3
ORCA calculation (ωB97M-V/def2-TZVPD) on a molecular structure, C13H17HfN7OS.

## Properties
HOMO-LUMO gap: 7.824 eV
lowest unoccupied orbital energy: -14.497 eV
strongest force on any atom: 0.007 Eh/bohr
energy relative to the best compared isomer or geometry (same formula, charge and spin): 0.0 kJ/mol
HOMO: -22.3 eV

```
! RIJCOSX wB97M-V def2-TZVPD def2/J DEFGRID3
* xyz 4 1
Hf -0.072 -0.060 0.444
C 4.446 0.748 0.149
C 2.978 0.647 -0.025
N 2.206 -0.150 0.669
N 2.796 -0.939 1.644
C 2.046 -1.398 2.654
N 2.567 -2.061 3.646
S 0.317 -1.144 2.622
C 2.247 1.465 -1.013
C 2.865 2.290 -1.921
C 2.083 3.065 -2.793
C 0.707 2.995 -2.702
C 0.141 2.138 -1.767
N 0.879 1.368 -0.940
H 4.733 0.689 1.201
H 4.831 1.690 -0.230
H 4.943 -0.062 -0.401
H 3.799 -1.091 1.606
H 3.563 -2.241 3.732
H 1.983 -2.410 4.400
H 3.942 2.353 -1.975
H 2.562 3.716 -3.516
H 0.062 3.588 -3.337
H -0.936 2.074 -1.668
C -4.654 1.188 0.417
N -3.916 -0.090 0.158
C -4.600 -1.272 -0.096
C -3.949 -2.430 -0.316
C -2.521 -2.455 -0.292
N -1.862 -1.268 -0.053
C -2.605 -0.138 0.157
O -1.844 0.915 0.386
N -1.856 -3.563 -0.493
H -5.681 0.927 0.654
H -4.618 1.803 -0.479
H -4.196 1.694 1.262
H -5.680 -1.193 -0.103
H -4.508 -3.337 -0.510
H -2.350 -4.430 -0.676
H -0.849 -3.621 -0.498
*
```

Listed below, in e, are the natural (NBO) charges computed for each atom: 2.462, -0.734, 0.439, -0.476, -0.405, 0.392, -0.660, -0.127, 0.109, -0.131, -0.029, -0.184, 0.120, -0.675, 0.275, 0.296, 0.311, 0.449, 0.460, 0.472, 0.278, 0.295, 0.297, 0.241, -0.412, -0.320, 0.151, -0.291, 0.512, -0.746, 0.769, -0.757, -0.655, 0.268, 0.257, 0.258, 0.293, 0.303, 0.467, 0.429

---

- The highest strongest force on any atom belongs to which entry?
  C2H3N3OS

---

What did the third record say?
ORCA calculation (ωB97M-V/def2-TZVPD) on a molecular structure, C13H17HfN7OS.

## Properties
HOMO-LUMO gap: 7.824 eV
lowest unoccupied orbital energy: -14.497 eV
strongest force on any atom: 0.007 Eh/bohr
energy relative to the best compared isomer or geometry (same formula, charge and spin): 0.0 kJ/mol
HOMO: -22.3 eV

```
! RIJCOSX wB97M-V def2-TZVPD def2/J DEFGRID3
* xyz 4 1
Hf -0.072 -0.060 0.444
C 4.446 0.748 0.149
C 2.978 0.647 -0.025
N 2.206 -0.150 0.669
N 2.796 -0.939 1.644
C 2.046 -1.398 2.654
N 2.567 -2.061 3.646
S 0.317 -1.144 2.622
C 2.247 1.465 -1.013
C 2.865 2.290 -1.921
C 2.083 3.065 -2.793
C 0.707 2.995 -2.702
C 0.141 2.138 -1.767
N 0.879 1.368 -0.940
H 4.733 0.689 1.201
H 4.831 1.690 -0.230
H 4.943 -0.062 -0.401
H 3.799 -1.091 1.606
H 3.563 -2.241 3.732
H 1.983 -2.410 4.400
H 3.942 2.353 -1.975
H 2.562 3.716 -3.516
H 0.062 3.588 -3.337
H -0.936 2.074 -1.668
C -4.654 1.188 0.417
N -3.916 -0.090 0.158
C -4.600 -1.272 -0.096
C -3.949 -2.430 -0.316
C -2.521 -2.455 -0.292
N -1.862 -1.268 -0.053
C -2.605 -0.138 0.157
O -1.844 0.915 0.386
N -1.856 -3.563 -0.493
H -5.681 0.927 0.654
H -4.618 1.803 -0.479
H -4.196 1.694 1.262
H -5.680 -1.193 -0.103
H -4.508 -3.337 -0.510
H -2.350 -4.430 -0.676
H -0.849 -3.621 -0.498
*
```

Listed below, in e, are the natural (NBO) charges computed for each atom: 2.462, -0.734, 0.439, -0.476, -0.405, 0.392, -0.660, -0.127, 0.109, -0.131, -0.029, -0.184, 0.120, -0.675, 0.275, 0.296, 0.311, 0.449, 0.460, 0.472, 0.278, 0.295, 0.297, 0.241, -0.412, -0.320, 0.151, -0.291, 0.512, -0.746, 0.769, -0.757, -0.655, 0.268, 0.257, 0.258, 0.293, 0.303, 0.467, 0.429